Computed, not measured: the molecule C9H9N3O, with the ωB97M-V functional and the def2-TZVPD basis.

Geometry as ORCA input:
```
! wB97M-V def2-TZVPD RIJCOSX def2/J DEFGRID3
* xyz 0 1
C 2.5345 -2.2377 0.2610
C 1.5488 -2.6999 -0.5704
C 2.3110 -1.0671 0.9075
C 0.5085 -2.0037 -0.8863
C 1.2140 -0.2892 0.6479
C 0.2570 -0.7427 -0.2842
C -3.0987 0.4085 -0.9900
C -2.0131 -0.7224 -1.0331
C -2.0400 2.4635 -0.4471
N -2.9186 1.5961 -0.7969
N -0.9351 -0.0712 -0.4318
N -1.8752 2.7024 0.8831
O -2.3112 -1.8781 -1.2531
H 3.1711 -2.9201 0.7923
H 1.6513 -3.6825 -1.0083
H 3.1105 -0.6628 1.5477
H -0.2425 -2.3843 -1.7257
H 1.1438 0.7347 1.1682
H -4.1016 0.0046 -1.3054
H -1.5555 3.1778 -1.1366
H -1.3344 3.5559 1.1926
H -2.6639 2.6645 1.5597
*
```

Computed, not measured: a cluster of 2 separate species, C6H10N2OS in total, with the ωB97M-V functional and the def2-TZVPD basis.

Geometry as ORCA input:
```
! wB97M-V def2-TZVPD RIJCOSX def2/J DEFGRID3
* xyz 0 1
C 2.3827 0.4495 0.1062
C -0.4978 -1.7399 -0.7298
C 0.9338 -1.1648 -0.8997
C -1.6598 -0.9563 -0.5370
C 1.1493 -0.1794 0.2408
C 0.7774 -0.6565 1.5950
N 3.4026 0.9561 0.1952
N -1.5868 0.3516 -0.0051
O -0.9303 4.1311 0.0749
S -0.2846 1.2123 -0.2461
H -1.4787 4.3802 -0.7978
H -0.6279 -2.8000 -0.6690
H 1.6784 -1.9533 -0.9688
H 0.9933 -0.6935 -1.8736
H -2.1261 -0.8568 -1.5795
H -2.4977 -1.5708 -0.1423
H -0.3343 -0.9999 1.5674
H 0.7662 0.1790 2.4243
H 1.3464 -1.4487 1.9206
H -1.4061 3.3601 0.3244
*
```

Computed, not measured: a structure of composition C21H32N5OPRhSe, with the ωB97M-V functional and the def2-TZVPD basis.

Geometry as ORCA input:
```
! wB97M-V def2-TZVPD RIJCOSX def2/J DEFGRID3
* xyz 1 1
Rh -0.9574 0.5658 -0.4537
C -0.6930 0.0409 3.2330
O -0.5693 -0.3769 1.8743
H 0.1568 0.6540 3.5374
H -0.7649 -0.8277 3.8897
H -1.6039 0.6277 3.3353
H 0.3813 -0.5401 1.7029
C 3.8204 -1.1363 0.7624
C 3.3987 0.2043 1.3566
C 3.6166 0.1916 2.8667
C 4.1951 1.3446 0.7161
N 1.9361 0.3812 1.1761
N 1.4705 0.4259 -0.1679
H 4.8595 -1.3303 1.0260
H 3.7580 -1.1413 -0.3281
H 3.2073 -1.9499 1.1541
H 4.6738 0.0503 3.0861
H 3.0539 -0.6214 3.3275
H 3.3008 1.1359 3.3164
H 5.2602 1.1966 0.8897
H 3.9117 2.3072 1.1470
H 4.0437 1.3825 -0.3646
H 1.6556 1.2527 1.6156
H 1.7163 -0.4584 -0.6014
H 1.9044 1.1688 -0.7136
C -2.9730 -2.2612 0.3058
P -1.6409 -1.6618 -0.7735
C -2.1878 -2.1840 -2.4295
C -0.2129 -2.7233 -0.4389
C 0.8056 -2.7910 -1.3942
C 1.9058 -3.6044 -1.1831
C 2.0093 -4.3377 -0.0078
C 1.0201 -4.2432 0.9607
C -0.0863 -3.4332 0.7530
H -2.7691 -1.9997 1.3425
H -3.0498 -3.3423 0.1940
H -3.9076 -1.7926 0.0003
H -2.3486 -3.2614 -2.4200
H -1.4410 -1.9319 -3.1818
H -3.1187 -1.6768 -2.6820
H 0.7259 -2.2215 -2.3153
H 2.6792 -3.6752 -1.9365
H 2.8662 -4.9777 0.1553
H 1.1047 -4.8093 1.8788
H -0.8496 -3.3664 1.5163
N -0.5657 1.2631 -2.2733
C -0.1582 0.8881 -3.3271
N 0.2556 0.4081 -4.3811
C 0.5560 0.6837 -5.6224
N 0.8397 0.8402 -6.7308
Se -2.7095 1.5238 0.9199
C -3.3570 3.1454 0.1822
C -3.2403 3.4210 -1.1777
C -3.6749 4.6414 -1.6674
C -4.2192 5.5852 -0.8082
C -4.3442 5.3018 0.5447
C -3.9230 4.0804 1.0439
H -2.8014 2.6818 -1.8361
H -3.5835 4.8553 -2.7240
H -4.5489 6.5424 -1.1888
H -4.7687 6.0325 1.2199
H -4.0206 3.8529 2.0987
*
```

Computed, not measured: a cluster of 2 separate species, C7H10O in total, with the ωB97M-V functional and the def2-TZVPD basis.

Its structure (SMILES) is Cc1ccccc1.O.

Geometry as ORCA input:
```
! wB97M-V def2-TZVPD RIJCOSX def2/J DEFGRID3
* xyz 0 1
C 1.7560 3.2617 -2.1950
C 2.3431 2.0041 -2.1631
C 0.5944 3.5012 -1.4263
C 1.7732 0.9511 -1.4233
C 0.0046 2.4843 -0.6939
C 0.6193 1.1782 -0.6445
C 0.0000 0.0000 0.0000
H 2.3792 4.0275 -2.6753
H 3.2118 1.8545 -2.8176
H 0.2462 4.5415 -1.3810
H 2.1748 -0.0707 -1.4109
H -1.0026 2.5483 -0.2614
H 0.7668 -0.6728 0.4196
H -0.5297 -0.5312 -0.8086
H -0.7253 0.2453 0.7939
O -2.5250 5.6209 -0.7321
H -3.4925 5.4547 -0.7995
H -2.1371 5.1430 -1.4999
*
```

Computed, not measured: a cluster of 2 separate species, CBr2ClNP in total, with the ωB97M-V functional and the def2-TZVPD basis.

Geometry as ORCA input:
```
! wB97M-V def2-TZVPD RIJCOSX def2/J DEFGRID3
* xyz 1 1
C -0.8484 1.0603 -0.2102
N -1.5814 1.8963 -0.4561
P 0.2871 -0.2632 0.1869
Cl 0.2045 -2.2759 -1.9370
Br -0.3395 -1.0356 2.1280
Br 2.2778 0.6181 0.2883
*
```

We obtain relative energy (zero: lowest compared OMol25 entry of this formula, charge and spin) values of 79.4, 131.3, 43.5, 5.2, 43.9 kcal per mole for the records listed above, in that order.
We obtain largest force on an atom values of 0.1327, 0.0918, 0.0526, 0.0461, 0.0618 hartree/bohr for the records listed above, in that order.